Formula: C37H50IrN2O2S2SiTe
Source: OMol25
Level of theory: the ωB97M-V functional and the def2-TZVPD basis

**ΔE to the lowest compared entry with this formula, charge and spin**: 4.1 kcal per mole
**Highest occupied orbital energy (spin up / spin down)**: -0.3437 / -0.3602 hartree
**Expectation value of S²**: 6.027
**LUMO level (spin up / spin down)**: -0.07592 / -0.20596 Eh
**Max |F|**: 1.0 eV/A

ORCA input file:
```
! RIJCOSX wB97M-V def2-TZVPD def2/J DEFGRID3
* xyz 1 5
Ir 0.613 0.496 -0.756
C 2.268 1.972 4.668
Si 2.564 0.136 4.508
C 4.022 -0.429 5.533
C 1.029 -0.788 5.039
C 3.003 -0.153 2.688
C 4.320 -0.354 2.291
C 4.694 -0.360 0.948
C 3.721 -0.146 0.002
N 2.443 0.025 0.355
C 2.079 0.019 1.648
S 0.366 0.284 1.813
H 1.968 2.237 5.685
H 1.468 2.263 3.983
H 3.158 2.548 4.409
H 3.793 -0.297 6.593
H 4.926 0.145 5.324
H 4.243 -1.488 5.375
H 0.902 -0.672 6.119
H 1.079 -1.855 4.820
H 0.148 -0.378 4.543
H 5.087 -0.492 3.044
H 5.723 -0.503 0.649
H 3.940 -0.105 -1.058
C 1.778 4.588 -0.734
C 1.716 3.242 -0.065
O 2.307 2.975 0.964
N 0.941 2.289 -0.700
Te -1.979 3.769 -0.201
C -4.061 4.056 -0.333
C -4.763 4.681 0.705
C -4.109 5.219 1.949
C -6.143 4.814 0.574
C -6.826 4.363 -0.545
C -8.316 4.516 -0.664
C -6.094 3.771 -1.571
C -4.720 3.609 -1.490
C -3.989 2.956 -2.632
C -1.949 2.870 1.702
C -1.186 3.434 2.730
C -0.264 4.612 2.568
C -1.299 2.892 4.009
C -2.135 1.823 4.287
C -2.297 1.297 5.686
C -2.835 1.246 3.231
C -2.756 1.742 1.939
C -3.548 1.055 0.860
H 2.698 5.088 -0.441
H 0.934 5.199 -0.406
H 1.718 4.493 -1.817
H -3.149 5.691 1.731
H -3.926 4.427 2.678
H -4.751 5.963 2.416
H -6.695 5.299 1.371
H -8.731 5.039 0.195
H -8.801 3.542 -0.737
H -8.577 5.077 -1.563
H -6.610 3.429 -2.461
H -4.680 2.718 -3.440
H -3.502 2.030 -2.321
H -3.214 3.608 -3.044
H -0.271 5.028 1.562
H 0.764 4.322 2.799
H -0.547 5.413 3.254
H -0.735 3.349 4.816
H -1.809 1.946 6.412
H -1.866 0.299 5.783
H -3.352 1.221 5.950
H -3.471 0.388 3.423
H -3.783 0.034 1.159
H -2.996 1.018 -0.081
H -4.489 1.574 0.663
C -0.825 0.678 -2.229
H -0.548 0.054 -3.082
H -1.005 1.700 -2.550
H -1.744 0.255 -1.802
C 4.464 -4.475 3.375
C 3.290 -4.022 2.556
C 3.450 -3.735 1.198
C 2.390 -3.284 0.435
C 1.154 -3.109 1.043
C 0.967 -3.374 2.389
C 2.038 -3.847 3.134
S -0.228 -2.510 0.117
C -0.569 -3.953 -0.876
O 0.344 -1.571 -0.967
H 5.036 -5.241 2.852
H 4.148 -4.878 4.336
H 5.140 -3.638 3.567
H 4.422 -3.864 0.738
H 2.522 -3.045 -0.613
H 0.004 -3.197 2.853
H 1.902 -4.065 4.186
H 0.325 -4.216 -1.438
H -1.389 -3.701 -1.545
H -0.858 -4.761 -0.205
*
```


Formula: C37H50N4O12PSSc
Source: OMol25
Level of theory: the ωB97M-V functional and the def2-TZVPD basis

**ΔE to the lowest compared entry with this formula, charge and spin**: 1.1 kcal per mole
**Highest occupied orbital energy**: -0.0562 hartree
**LUMO level**: 0.10758 Eh
**Max |F|**: 0.6 eV/A

ORCA input file:
```
! RIJCOSX wB97M-V def2-TZVPD def2/J DEFGRID3
* xyz -2 1
Sc 0.041 -1.028 -0.731
O 3.525 -2.731 1.372
C 2.465 -2.493 0.788
O 1.860 -1.390 0.644
C 1.701 -3.664 0.173
C 2.151 -4.973 0.101
C 1.296 -5.927 -0.431
C 0.021 -5.564 -0.840
C -0.345 -4.233 -0.732
N 0.495 -3.323 -0.256
C -1.718 -3.661 -1.071
O -2.623 -4.448 -1.356
O -1.764 -2.400 -0.966
H 3.143 -5.205 0.463
H 1.619 -6.959 -0.517
H -0.694 -6.272 -1.235
O -0.476 -0.452 -7.023
C -0.423 -0.646 -5.820
C -1.178 0.105 -4.771
O -1.949 1.058 -4.977
C -0.801 -0.474 -3.497
C 0.204 -1.473 -3.686
O 0.756 -2.028 -2.700
C 0.453 -1.661 -5.124
O 1.212 -2.449 -5.665
O -1.182 -0.153 -2.331
C -1.182 1.728 4.566
C -0.479 1.148 3.335
C 0.682 0.250 3.790
C 0.203 2.284 2.558
P -1.540 0.155 2.105
N -0.808 0.032 0.763
C -1.970 -1.511 2.928
C -2.385 -1.475 4.403
C -3.098 -2.169 2.120
C -0.755 -2.442 2.794
C -3.196 1.093 1.859
C -2.884 2.571 1.588
C -4.227 1.044 2.990
C -3.824 0.551 0.563
H -0.427 2.182 5.218
H -1.709 0.975 5.150
H -1.894 2.513 4.306
H 1.438 0.883 4.268
H 1.153 -0.245 2.937
H 0.376 -0.495 4.522
H 0.896 2.792 3.238
H -0.497 3.032 2.188
H 0.780 1.882 1.725
H -3.246 -0.835 4.596
H -1.571 -1.157 5.053
H -2.660 -2.492 4.705
H -4.067 -1.704 2.297
H -3.183 -3.213 2.438
H -2.884 -2.162 1.050
H 0.007 -2.258 3.547
H -0.285 -2.347 1.819
H -1.093 -3.476 2.909
H -2.538 3.102 2.474
H -3.802 3.062 1.244
H -2.131 2.667 0.805
H -3.832 1.418 3.935
H -4.613 0.040 3.154
H -5.082 1.675 2.716
H -3.062 0.378 -0.199
H -4.555 1.278 0.189
H -4.347 -0.390 0.710
C -2.416 4.022 -2.156
C -1.896 2.560 -2.149
N -0.450 2.580 -2.146
C 0.070 3.161 -0.935
C -0.448 4.618 -0.804
N -1.206 4.917 -2.071
C -0.318 4.727 -3.279
C 0.084 3.223 -3.319
H -3.043 4.271 -1.298
H -2.937 4.285 -3.078
H -2.244 2.026 -3.032
H -2.239 2.024 -1.267
H 1.157 3.160 -0.964
H -0.234 2.541 -0.093
H 0.354 5.354 -0.735
H -1.147 4.766 0.020
H -1.515 5.882 -2.048
H 0.529 5.401 -3.145
H -0.901 5.042 -4.145
H 1.168 3.108 -3.319
H -0.338 2.746 -4.204
C 6.978 -3.144 -0.954
C 5.973 -2.027 -1.044
C 6.061 -0.916 -0.218
C 5.084 0.071 -0.246
C 4.020 -0.046 -1.118
C 3.918 -1.144 -1.963
C 4.894 -2.124 -1.920
S 2.733 1.178 -1.115
O 2.722 1.786 0.203
O 3.028 2.130 -2.183
O 1.517 0.406 -1.432
H 7.787 -2.891 -0.266
H 7.416 -3.373 -1.928
H 6.498 -4.053 -0.583
H 6.877 -0.842 0.493
H 5.120 0.908 0.438
H 3.055 -1.259 -2.606
H 4.791 -2.995 -2.557
*
```


Formula: C37H50N6PPt
Source: OMol25
Level of theory: the ωB97M-V functional and the def2-TZVPD basis

**ΔE to the lowest compared entry with this formula, charge and spin**: 35.6 kcal per mole
**Highest occupied orbital energy (spin up / spin down)**: -0.3583 / -0.3583 hartree
**LUMO level (spin up / spin down)**: -0.13895 / -0.13898 Eh
**Max |F|**: 2.9 eV/A

ORCA input file:
```
! RIJCOSX wB97M-V def2-TZVPD def2/J DEFGRID3
* xyz 1 1
Pt -0.147 0.127 0.028
C -4.277 1.277 1.464
C -3.098 1.197 0.712
N -2.121 0.367 1.014
C -2.281 -0.479 2.053
C -3.423 -0.479 2.854
C -4.435 0.448 2.542
C -3.530 -1.435 3.922
C -2.557 -2.340 4.140
C -1.374 -2.368 3.323
C -0.327 -3.284 3.520
C 0.761 -3.239 2.693
C 0.810 -2.282 1.675
N -0.157 -1.402 1.470
C -1.240 -1.441 2.287
H -5.046 1.984 1.185
H -2.939 1.820 -0.161
H -5.336 0.484 3.140
H -4.417 -1.417 4.543
H -2.650 -3.071 4.933
H -0.381 -4.004 4.326
H 1.586 -3.926 2.817
H 1.654 -2.224 1.000
C 2.209 -2.674 -2.270
C 0.910 -1.913 -1.946
C -0.128 -2.929 -1.457
C 1.211 -0.796 -1.002
C 0.402 -1.119 -3.162
C 1.288 -0.666 -4.139
C 0.827 0.024 -5.251
C -0.526 0.287 -5.395
C -1.411 -0.122 -4.405
C -0.950 -0.809 -3.296
H 2.467 -3.336 -1.440
H 3.054 -2.003 -2.429
H 2.081 -3.287 -3.163
H 0.312 -3.580 -0.700
H -0.456 -3.551 -2.290
H -1.003 -2.451 -1.018
H 2.149 -0.295 -1.238
H 2.347 -0.866 -4.052
H 1.530 0.345 -6.009
H -0.893 0.800 -6.274
H -2.468 0.087 -4.505
H -1.662 -1.136 -2.551
N -0.074 1.755 -1.018
P 0.524 3.188 -1.035
N 2.193 3.281 -1.054
C 2.918 4.332 -1.779
C 3.618 3.790 -3.019
C 4.544 2.641 -2.637
C 3.751 1.571 -1.893
C 3.054 2.172 -0.671
N 0.059 4.030 -2.382
C -0.055 3.296 -3.655
C -1.433 3.519 -4.260
C -1.613 4.999 -4.637
C -0.811 5.899 -3.683
C -0.726 5.273 -2.300
N 0.010 4.172 0.223
C -0.929 3.665 1.214
C -0.210 3.054 2.414
C 0.728 4.085 3.039
C 1.689 4.636 1.986
C 0.908 5.182 0.794
H 3.671 4.754 -1.098
H 2.226 5.126 -2.048
H 4.176 4.594 -3.504
H 2.862 3.433 -3.723
H 5.341 3.018 -1.987
H 5.020 2.218 -3.523
H 4.406 0.750 -1.582
H 2.984 1.168 -2.565
H 3.813 2.537 0.033
H 2.452 1.432 -0.152
H 0.120 2.237 -3.466
H 0.706 3.647 -4.363
H -2.183 3.212 -3.527
H -1.553 2.879 -5.136
H -2.671 5.264 -4.601
H -1.278 5.163 -5.662
H -1.265 6.888 -3.606
H 0.205 6.042 -4.063
H -1.740 5.081 -1.924
H -0.253 5.960 -1.601
H -1.580 2.949 0.729
H -1.547 4.506 1.554
H 0.372 2.192 2.066
H -0.939 2.695 3.149
H 1.282 3.649 3.872
H 0.130 4.909 3.445
H 2.349 3.837 1.633
H 2.313 5.425 2.411
H 1.581 5.552 0.023
H 0.290 6.027 1.121
*
```